No. 1
{
  "formula": "C29H29N4O2S3Zr",
  "method": "ωB97M-V with the def2-TZVPD basis set",
  "e_lumo_ev": -9.28,
  "orbital_gap_ha": 0.2450,
  "total_charge": 3,
  "elements": ["Zr", "N", "C", "S", "N", "N", "C", "C", "C", "C", "C", "C", "C", "C", "C", "C", "C", "C", "N", "H", "H", "H", "H", "H", "H", "H", "H", "H", "H", "H", "O", "S", "C", "C", "C", "C", "S", "O", "C", "C", "C", "C", "C", "C", "C", "C", "C", "C", "C", "C", "H", "H", "H", "H", "H", "H", "H", "H", "H", "H", "H", "H", "H", "H", "H", "H", "H", "H"],
  "positions_angstrom": [[0.3577, -0.2483, -0.5029], [-2.8615, 2.7507, 0.7046], [-1.8190, 2.1041, 0.1851], [-1.8784, 0.3254, 0.2932], [-0.8583, 2.7649, -0.3734], [0.1570, 1.9928, -0.8729], [1.1304, 2.6431, -1.4531], [1.2063, 4.0982, -1.6020], [0.1659, 4.8162, -2.1961], [0.2843, 6.1848, -2.3565], [1.4131, 6.8476, -1.8899], [2.4402, 6.1407, -1.2782], [2.3504, 4.7654, -1.1525], [2.2111, 1.7859, -1.9935], [3.2337, 2.2567, -2.7923], [4.1823, 1.3600, -3.2744], [4.0792, 0.0141, -2.9582], [3.0184, -0.3939, -2.1754], [2.1038, 0.4676, -1.7011], [-3.6332, 2.2632, 1.1239], [-2.8835, 3.7586, 0.6637], [-0.7200, 4.3038, -2.5444], [-0.5086, 6.7397, -2.8387], [1.4926, 7.9203, -2.0039], [3.3121, 6.6602, -0.9053], [3.1547, 4.2175, -0.6751], [3.2805, 3.3061, -3.0426], [4.9911, 1.7142, -3.9002], [4.7960, -0.7094, -3.3188], [2.8844, -1.4400, -1.9232], [1.2593, -0.9636, 1.1068], [1.9812, -1.7497, 2.2764], [1.4735, -3.4590, 1.9728], [0.0091, -3.8618, 2.1000], [-0.9488, -3.4245, 0.9824], [-0.6919, -4.1541, -0.3422], [-0.8940, -3.2234, -1.8772], [-0.1123, -1.8772, -1.5448], [-2.5814, -2.7575, -1.9772], [-2.9174, -2.1093, -3.1681], [-4.2323, -1.7372, -3.3779], [-5.1986, -2.0443, -2.4260], [-4.8580, -2.7207, -1.2614], [-3.5419, -3.0816, -1.0234], [1.1856, -1.2469, 3.7452], [2.0250, -1.1663, 4.8537], [1.4706, -0.8243, 6.0789], [0.1165, -0.5402, 6.1677], [-0.7032, -0.5925, 5.0403], [-0.1775, -0.9554, 3.8159], [2.0770, -3.9976, 2.7104], [1.9154, -3.6836, 0.9979], [-0.3805, -3.5158, 3.0577], [0.0016, -4.9531, 2.1650], [-0.9100, -2.3406, 0.8510], [-1.9615, -3.6291, 1.3230], [-1.3206, -5.0391, -0.4712], [0.3403, -4.5008, -0.4287], [-2.1678, -1.9155, -3.9266], [-4.5102, -1.2373, -4.2953], [-6.2307, -1.7744, -2.6051], [-5.6213, -2.9810, -0.5411], [-3.2975, -3.6326, -0.1283], [3.0867, -1.3632, 4.7657], [2.1005, -0.7652, 6.9554], [-0.3091, -0.2625, 7.1228], [-1.7536, -0.3500, 5.1258], [-0.8045, -0.9792, 2.9336]],
  "nbo_charge": [2.246, -0.745, 0.347, -0.273, -0.371, -0.434, 0.318, -0.106, -0.157, -0.198, -0.139, -0.200, -0.196, 0.170, -0.184, -0.070, -0.217, 0.089, -0.614, 0.425, 0.438, 0.226, 0.244, 0.246, 0.245, 0.218, 0.277, 0.267, 0.269, 0.216, -1.044, 1.305, -0.581, -0.427, -0.407, -0.595, 1.311, -1.036, -0.344, -0.168, -0.184, -0.124, -0.204, -0.131, -0.345, -0.169, -0.179, -0.124, -0.203, -0.150, 0.286, 0.243, 0.256, 0.257, 0.196, 0.251, 0.289, 0.255, 0.238, 0.254, 0.254, 0.251, 0.212, 0.248, 0.259, 0.255, 0.246, 0.214]
}

=====

No. 2
{
  "formula": "C19H25N3O3S",
  "method": "ωB97M-V with the def2-TZVPD basis set",
  "smiles": "Cc1ccc(-c2nc(N)sc2CC(=O)OCC(=O)NCCC(C)C)cc1",
  "e_lumo_ev": 0.48,
  "orbital_gap_ha": 0.3057,
  "total_charge": 0,
  "elements": ["C", "C", "C", "C", "C", "C", "N", "C", "N", "S", "C", "C", "C", "O", "O", "C", "C", "O", "N", "C", "C", "C", "C", "C", "C", "C", "H", "H", "H", "H", "H", "H", "H", "H", "H", "H", "H", "H", "H", "H", "H", "H", "H", "H", "H", "H", "H", "H", "H", "H", "H"],
  "positions_angstrom": [[2.2859, -6.8665, 2.1584], [1.5232, -5.5827, 2.2779], [2.0716, -4.4748, 2.9093], [1.3713, -3.2857, 3.0005], [0.0977, -3.1748, 2.4507], [-0.6809, -1.9395, 2.5171], [-2.0335, -2.0385, 2.7032], [-2.6033, -0.8899, 2.7508], [-3.9421, -0.6968, 2.8640], [-1.5155, 0.4848, 2.5484], [-0.2069, -0.6627, 2.4009], [1.1811, -0.1926, 2.1219], [1.1802, 0.9536, 1.1332], [0.4680, 1.9258, 1.2075], [2.0762, 0.7577, 0.1741], [2.2551, 1.7790, -0.8074], [1.2464, 1.6767, -1.9680], [1.6053, 1.4182, -3.0969], [-0.0224, 1.9037, -1.6009], [-1.1190, 1.9122, -2.5421], [-1.7042, 3.3146, -2.7190], [-0.6914, 4.3555, -3.2108], [-1.3548, 5.7314, -3.2468], [-0.1342, 4.0003, -4.5871], [-0.4661, -4.2937, 1.8391], [0.2393, -5.4754, 1.7525], [2.5921, -7.0250, 1.1241], [3.1770, -6.8512, 2.7810], [1.6649, -7.7105, 2.4535], [3.0592, -4.5431, 3.3436], [1.8056, -2.4534, 3.5335], [-4.2514, 0.2014, 3.1957], [-4.4664, -1.4959, 3.1824], [1.6474, 0.1843, 3.0407], [1.7868, -1.0064, 1.7218], [2.1664, 2.7630, -0.3329], [3.2599, 1.6332, -1.2059], [-0.2245, 2.1758, -0.6465], [-0.7319, 1.5299, -3.4873], [-1.9000, 1.2352, -2.1798], [-2.5303, 3.2514, -3.4300], [-2.1127, 3.6453, -1.7604], [0.1420, 4.3927, -2.5001], [-0.6403, 6.4910, -3.5546], [-2.1821, 5.7339, -3.9535], [-1.7402, 6.0022, -2.2661], [-0.9436, 3.8443, -5.2974], [0.4743, 3.1015, -4.5418], [0.4927, 4.8092, -4.9554], [-1.4632, -4.2158, 1.4344], [-0.2088, -6.3328, 1.2704]],
  "nbo_charge": [-0.627, -0.010, -0.220, -0.208, -0.023, 0.196, -0.536, 0.262, -0.804, 0.351, -0.264, -0.538, 0.830, -0.633, -0.481, -0.168, 0.647, -0.621, -0.622, -0.228, -0.397, -0.216, -0.597, -0.620, -0.185, -0.214, 0.221, 0.214, 0.219, 0.208, 0.206, 0.392, 0.402, 0.244, 0.261, 0.207, 0.223, 0.425, 0.230, 0.198, 0.206, 0.197, 0.192, 0.207, 0.199, 0.203, 0.196, 0.233, 0.207, 0.225, 0.209]
}

=====

No. 3
{
  "formula": "C26H66B2CoF8N4O10",
  "method": "ωB97M-V with the def2-TZVPD basis set",
  "e_lumo_ev": [-2.41, -7.63],
  "s_squared": 6.009,
  "multiplicity": 5,
  "orbital_gap_ha": [0.2818, 0.0900],
  "total_charge": 1,
  "elements": ["Co", "B", "F", "F", "F", "F", "B", "F", "F", "F", "F", "C", "O", "C", "C", "N", "C", "C", "O", "C", "H", "H", "H", "H", "H", "H", "H", "H", "H", "H", "H", "H", "H", "H", "H", "C", "O", "C", "C", "N", "C", "C", "O", "C", "H", "H", "H", "H", "H", "H", "H", "H", "H", "H", "H", "H", "H", "H", "H", "C", "O", "C", "C", "N", "C", "C", "O", "C", "H", "H", "H", "H", "H", "H", "H", "H", "H", "H", "H", "H", "H", "H", "H", "C", "O", "C", "C", "N", "C", "C", "O", "C", "H", "H", "H", "H", "H", "H", "H", "H", "H", "H", "H", "H", "H", "H", "H", "C", "C", "O", "O", "H", "H", "H", "H", "H", "H"],
  "positions_angstrom": [[0.6635, 1.6263, 2.6228], [0.2951, -0.2382, 0.6903], [0.9969, 1.0123, 0.6661], [-0.4303, -0.1291, 1.7917], [-0.6087, -0.4004, -0.3354], [1.2305, -1.2576, 0.8517], [-2.3283, 2.5463, 2.5809], [-1.1158, 2.4493, 1.9386], [-3.3431, 2.1005, 1.7800], [-2.2110, 1.7944, 3.7324], [-2.5574, 3.8407, 2.9464], [-2.0814, 2.5587, -1.7212], [-2.1060, 3.4678, -2.7787], [-2.9216, 3.1671, -3.9094], [-2.8466, 4.4324, -4.8695], [-1.4034, 4.6158, -4.9615], [-0.9744, 6.0030, -5.3203], [0.5144, 6.2934, -5.0675], [0.8250, 6.9815, -3.8747], [1.0320, 6.1349, -2.7742], [-2.9212, 2.5968, -1.0273], [-1.1824, 2.8128, -1.1597], [-1.8801, 1.5542, -2.0936], [-3.9386, 2.9806, -3.5642], [-2.5118, 2.2537, -4.3405], [-3.3083, 5.3280, -4.4536], [-3.3565, 4.1060, -5.7759], [-1.0824, 4.3472, -4.0424], [-1.4922, 6.7839, -4.7634], [-1.1355, 6.2474, -6.3702], [1.0091, 6.8464, -5.8659], [0.9563, 5.2991, -5.1318], [1.3552, 6.7304, -1.9204], [1.6900, 5.3127, -3.0555], [0.0751, 5.7099, -2.4711], [2.8263, -5.5160, -0.6589], [2.3610, -4.5548, -1.6621], [1.8582, -3.3587, -1.1794], [1.0277, -2.6628, -2.3317], [1.2847, -1.2539, -2.2297], [0.6770, -0.6342, -3.4159], [0.9009, 0.8801, -3.3067], [2.1651, 1.2309, -3.7693], [2.5807, 2.5044, -3.3134], [3.7337, -5.0968, -0.2242], [2.9277, -6.5032, -1.1098], [2.1911, -5.7437, 0.1971], [2.7500, -2.8682, -0.7890], [1.1425, -3.4856, -0.3671], [-0.0375, -2.8173, -2.1595], [1.3485, -3.1036, -3.2756], [0.8103, -1.0309, -1.3663], [-0.3882, -0.8514, -3.3361], [0.9179, -0.9877, -4.4184], [0.6628, 1.2384, -2.3051], [0.2250, 1.5128, -3.8819], [3.6463, 2.5914, -3.5256], [2.3993, 2.6998, -2.2565], [1.9919, 3.2450, -3.8548], [-2.0869, -7.4416, 1.3683], [-2.5139, -6.0721, 1.2152], [-1.5721, -5.1567, 1.9060], [-1.8323, -3.6371, 1.6899], [-3.0261, -3.2619, 2.4313], [-3.5481, -1.9688, 1.9666], [-4.3443, -2.0949, 0.6427], [-5.3639, -3.0277, 0.8461], [-6.2861, -3.0074, -0.2352], [-1.7810, -7.7380, 2.3717], [-1.2800, -7.6548, 0.6672], [-2.8459, -8.1129, 0.9666], [-0.6174, -5.4584, 1.4752], [-1.6072, -5.4135, 2.9648], [-1.9524, -3.5043, 0.6147], [-0.9956, -3.0272, 2.0305], [-3.6882, -3.9874, 2.1960], [-2.6932, -1.2948, 1.9121], [-4.2536, -1.5460, 2.6818], [-3.6817, -2.5643, -0.0844], [-4.4752, -1.1307, 0.1513], [-6.8075, -2.0531, -0.3101], [-7.0873, -3.6986, 0.0261], [-5.9146, -3.3878, -1.1867], [1.0314, 4.3792, 0.5867], [1.5709, 3.4381, 1.5691], [2.9995, 3.3759, 1.4654], [3.4896, 2.5324, 2.6922], [2.7218, 1.3098, 2.7542], [2.9084, 0.7801, 4.1204], [1.8355, -0.2349, 4.6176], [0.5293, 0.1051, 4.0650], [-0.4454, -0.8472, 4.5466], [1.6272, 5.2875, 0.6767], [-0.0221, 4.5763, 0.7853], [1.1601, 3.9359, -0.4007], [3.4312, 4.3756, 1.4182], [3.1150, 2.8893, 0.4969], [3.5440, 3.1599, 3.5818], [4.5478, 2.3219, 2.5371], [3.3543, 0.6803, 2.2812], [2.9324, 1.6273, 4.8058], [3.8967, 0.3223, 4.0778], [1.8854, -0.3795, 5.6968], [2.0057, -1.2024, 4.1453], [-0.5702, -0.7563, 5.6256], [-0.1499, -1.8425, 4.2146], [-1.4544, -0.7182, 4.1549], [2.2818, -3.8087, 2.8940], [3.3795, -2.9352, 2.3308], [4.5012, -3.7312, 2.2758], [2.3758, -3.7266, 4.2788], [2.5509, -4.8041, 2.5405], [1.3072, -3.5789, 2.4634], [3.5519, -2.0468, 2.9384], [3.0806, -2.4853, 1.3841], [5.1395, -3.0322, 2.1157], [3.2328, -4.0690, 4.5430]],
  "lowdin_spin": [2.804, 0.002, 0.032, 0.020, 0.001, 0.000, 0.002, 0.023, 0.001, 0.001, 0.000, 0.000, 0.000, 0.000, 0.000, 0.000, 0.000, 0.000, 0.000, 0.000, 0.000, 0.000, 0.000, 0.000, 0.000, 0.000, 0.000, 0.000, 0.000, 0.000, 0.000, 0.000, 0.000, 0.000, 0.000, 0.000, 0.000, 0.000, 0.000, 0.001, 0.000, 0.000, 0.000, 0.000, 0.000, 0.000, 0.000, 0.000, 0.000, 0.000, 0.000, 0.000, 0.000, 0.000, 0.000, 0.000, 0.000, 0.000, 0.000, 0.000, 0.004, 0.003, 0.083, 0.626, 0.080, 0.072, 0.029, 0.004, 0.000, 0.000, 0.000, 0.000, 0.000, 0.038, 0.012, 0.019, 0.000, 0.018, 0.005, 0.003, 0.002, 0.000, 0.000, 0.002, 0.027, 0.002, 0.005, 0.035, 0.001, 0.001, 0.030, 0.005, 0.001, 0.000, 0.000, 0.000, 0.000, 0.000, 0.002, 0.002, 0.000, 0.001, 0.000, 0.000, 0.001, 0.000, 0.000, 0.000, 0.000, 0.000, 0.000, 0.000, 0.000, 0.000, 0.000, 0.000, 0.000]
}

=====

No. 4
{
  "formula": "C4H8O2",
  "method": "ωB97M-V with the def2-TZVPD basis set",
  "smiles": "C=CC.O=CO",
  "e_lumo_ev": 0.86,
  "orbital_gap_ha": 0.3884,
  "total_charge": 0,
  "elements": ["C", "C", "C", "H", "H", "H", "H", "H", "H", "O", "C", "O", "H", "H"],
  "positions_angstrom": [[0.8013, 1.0238, 0.8288], [1.2279, 0.2047, -0.1294], [0.7801, 0.2477, -1.5601], [1.1458, 0.9356, 1.8561], [0.0798, 1.8124, 0.6230], [1.9423, -0.5790, 0.1275], [0.3434, -0.7133, -1.8537], [1.6202, 0.4537, -2.2338], [0.0223, 1.0230, -1.7123], [-1.6789, -1.5052, -0.4347], [-1.5158, -1.1209, 0.6946], [-2.1934, -0.1103, 1.2566], [-0.8072, -1.5471, 1.4144], [-2.7847, 0.2382, 0.5679]],
  "nbo_charge": [-0.417, -0.169, -0.656, 0.200, 0.191, 0.193, 0.236, 0.218, 0.208, -0.596, 0.654, -0.678, 0.125, 0.491]
}

=====

> What is the formula in the second record?

C19H25N3O3S